ORCA calculation (wB97M-V/def2-TZVPD) on an isolated ion of composition C3H7O6PSi and charge -2 at a distorted geometry.

Element x y z (Å)
C (-2.038, -1.811, -0.254)
C (-0.909, -1.263, 0.106)
C (0.018, -0.313, -0.504)
Si (-0.103, 1.575, 0.165)
O (0.030, 1.786, 1.683)
O (1.056, 2.325, -0.720)
O (-1.646, 2.108, -0.340)
P (1.846, -0.729, -0.114)
O (1.867, -2.202, 0.032)
O (2.808, -0.114, -1.101)
O (1.943, -0.149, 1.463)
H (-2.660, -2.472, 0.440)
H (-2.621, -1.587, -1.111)
H (-0.479, -1.512, 1.144)
H (0.096, -0.276, -1.561)
H (1.645, 1.703, -1.291)
H (-2.225, 2.285, 0.418)
H (1.373, 0.645, 1.546)

## Properties
- M: 198.14 g mol⁻¹
- Total charge: -2
- Frontier orbital gap: 7.3 eV
- LUMO: 6.183 eV

ORCA calculation (wB97M-V/def2-TZVPD) on one molecule with the formula C3H7OPS at a distorted geometry.

Element x y z (Å)
C (1.188, 0.979, -0.848)
C (0.471, -0.035, -1.168)
S (-1.024, -0.460, -0.323)
C (-0.145, -0.832, 1.267)
O (-1.519, -1.866, -0.907)
P (-2.251, 1.233, 0.072)
H (2.157, 1.187, -1.375)
H (1.130, 1.638, 0.113)
H (0.429, -0.689, -2.061)
H (0.557, -1.590, 1.199)
H (0.231, 0.173, 1.472)
H (-0.860, -1.245, 2.091)
H (-2.327, 1.169, -1.311)

## Properties
- M: 122.13 g mol⁻¹
- Frontier orbital gap: 8.0 eV
- LUMO: 0.137 eV

ORCA calculation (wB97M-V/def2-TZVPD) on one molecule with the formula C3H7OPS at a distorted geometry.

Element x y z (Å)
C (-0.227, -1.089, 0.012)
C (0.940, -0.213, 0.485)
C (0.730, 1.189, -0.202)
O (-1.372, -0.763, 0.714)
P (-2.779, -0.082, 0.211)
S (2.635, -0.821, 0.345)
H (-0.444, -1.121, -1.157)
H (-0.035, -2.019, 0.319)
H (0.872, -0.079, 1.487)
H (1.477, 2.010, -0.037)
H (-0.200, 1.474, 0.075)
H (0.793, 1.045, -1.230)
H (-2.391, 0.468, -1.022)

## Properties
- M: 122.13 g mol⁻¹
- Frontier orbital gap (alpha / beta): 8.8 / 5.9 eV
- LUMO (alpha / beta): -0.686 / -2.098 eV